Entry 1
Formula: C10H16
Source: the OMol25 dataset
Level of theory: ωB97M-V/def2-TZVPD

CARTESIAN COORDINATES (ANGSTROEM)
C -2.51 -0.81 -0.75
C -0.72 0.20 -1.99
C -1.98 -0.46 -1.94
C 3.38 0.38 0.56
C -0.64 0.38 0.41
C 2.58 1.63 0.90
C 2.54 -0.91 0.45
C -2.46 -0.73 1.74
C -0.08 0.63 -0.80
C -1.85 -0.40 0.45
H 1.55 -0.80 0.03
H -3.50 -1.25 -0.72
H 3.04 -1.60 -0.24
H -3.53 -0.51 1.77
H -2.37 -1.80 1.99
H -0.19 0.29 -2.93
H 4.13 0.18 1.33
H 3.98 0.48 -0.34
H -0.22 0.62 1.38
H 3.23 2.49 1.07
H 0.84 1.19 -0.77
H -2.51 -0.68 -2.86
H 2.03 1.53 1.83
H 2.49 -1.50 1.37
H 1.88 1.98 0.15
H -2.08 -0.22 2.63

The value obtained for the LUMO energy (spin up / spin down) is -4.36 / -8.12 eV. Its multiplicity is 2. As for the charge: +1.

Entry 2
Formula: C10H16
Source: the OMol25 dataset
Level of theory: ωB97M-V/def2-TZVPD

CARTESIAN COORDINATES (ANGSTROEM)
C -1.82 2.09 -1.37
C 1.63 -0.22 0.06
C 0.05 -1.59 1.30
C 0.80 -1.28 2.49
C 2.25 0.25 1.24
C 1.88 -0.38 2.40
C 0.58 -1.17 0.12
C -3.09 1.28 -1.84
C -2.78 -0.20 -1.62
C 1.99 0.32 -1.27
H 1.23 1.05 -1.58
H -3.47 -1.02 -1.88
H 2.39 -0.14 3.33
H -2.59 -0.24 -0.55
H -1.39 1.45 -0.59
H -2.01 -0.68 -2.26
H 0.39 -1.68 3.41
H 2.04 -0.46 -2.03
H 2.92 0.89 -1.25
H -3.99 1.83 -1.59
H -2.05 3.02 -0.84
H -1.03 2.18 -2.11
H 2.98 1.04 1.22
H -3.07 1.45 -2.93
H -0.86 -2.15 1.50
H 0.12 -1.58 -0.78

The value obtained for the LUMO energy (spin up / spin down) is -4.31 / -8.20 eV. Its multiplicity is 2. As for the charge: +1.

Entry 3
Formula: C10H16
Source: the OMol25 dataset
Level of theory: ωB97M-V/def2-TZVPD

CARTESIAN COORDINATES (ANGSTROEM)
C -0.50 0.12 2.10
C -1.17 -0.97 1.62
C -1.32 -3.12 0.33
C 0.95 -1.94 0.92
C -0.21 1.66 -2.77
C 0.68 2.70 -0.42
C 0.95 0.25 1.83
C 1.63 -0.75 1.20
C -0.43 -2.05 1.07
C 0.29 1.49 -1.40
H -2.44 -3.17 0.66
H 0.71 2.18 0.60
H -0.03 2.65 -3.33
H -0.91 -4.03 0.72
H -0.38 0.82 -0.79
H -0.23 3.34 -0.40
H 1.50 -2.69 0.30
H 1.21 0.90 -1.40
H -1.20 -3.17 -0.78
H -1.06 0.84 2.63
H -0.10 0.77 -3.45
H -2.06 -1.21 1.21
H -1.43 1.73 -2.89
H 2.66 -0.64 0.85
H 1.49 3.23 -0.60
H 1.40 1.06 2.20

The value obtained for the LUMO energy (spin up / spin down) is -4.52 / -8.36 eV. Its multiplicity is 2. As for the charge: +1.

The most stable of them is entry 1.

Entry 1
Formula: C2NO4
Source: the OMol25 dataset
Level of theory: ωB97M-V/def2-TZVPD

CARTESIAN COORDINATES (ANGSTROEM)
O 1.17 0.68 -0.13
O 0.51 0.63 1.10
O 0.63 -0.08 -2.29
O -1.41 -0.35 1.79
N -0.64 -0.62 -0.37
C 0.39 -0.08 -0.99
C -0.64 -0.19 0.88

As for the SMILES: O=c1nc([O-])oo1. The value obtained for the LUMO energy is 4.22 eV. As for the charge: -1.

Entry 2
Formula: C2NO4
Source: the OMol25 dataset
Level of theory: ωB97M-V/def2-TZVPD

CARTESIAN COORDINATES (ANGSTROEM)
O 2.58 -0.58 0.33
O -1.70 -1.24 -0.52
O -1.95 0.71 0.62
O 0.99 1.30 -0.15
N 0.16 0.01 -0.33
C 1.38 -0.02 0.04
C -1.47 -0.19 0.01

As for the SMILES: O=C([O-])N1OC1=O. The value obtained for the LUMO energy is 4.13 eV. As for the charge: -1.

The most stable of them is entry 1.

Entry 1
Formula: C22H36NiO3P2
Source: the OMol25 dataset
Level of theory: ωB97M-V/def2-TZVPD

CARTESIAN COORDINATES (ANGSTROEM)
Ni 2.86 -2.35 0.13
P 0.40 -2.36 -2.56
P 0.28 1.62 -2.69
O 1.84 2.16 4.86
O -1.24 0.29 2.90
O 0.81 1.18 2.86
C 0.78 1.88 5.54
C 1.24 -0.53 -0.91
C -1.52 1.31 7.08
C 1.59 2.85 -3.02
C -0.31 0.85 3.50
C -1.47 1.50 -0.47
C -2.38 -0.87 -0.27
C 0.50 0.29 -3.95
C -0.07 1.74 -0.80
C 0.87 0.73 -0.17
C -0.20 -1.08 -3.80
C -0.36 1.20 4.95
C -0.89 -3.56 -3.06
C 1.95 -3.05 -3.12
C -0.42 1.98 7.66
C -1.21 2.48 -3.30
C -0.01 -1.65 -0.97
C 1.58 -2.35 1.72
C -2.12 0.40 -1.18
C -1.47 0.93 5.73
C -1.49 -1.86 -0.78
C 0.71 2.24 6.93
H -2.01 1.77 -3.56
H -0.45 2.31 8.71
H 1.88 -0.36 -1.81
H 0.44 -2.21 -0.12
H 1.45 1.63 3.62
H -1.80 -2.92 -0.71
H -2.10 -0.68 0.77
H -1.86 1.76 0.50
H 0.20 2.78 -0.57
H 2.10 -2.09 2.67
H -1.60 3.19 -2.55
H -0.08 -1.57 -4.78
H 0.63 -1.77 1.72
H 0.11 0.77 -4.87
H -0.63 -4.02 -4.03
H 2.19 -3.88 -2.44
H 2.55 2.34 -3.20
H 1.33 -3.43 1.74
H 1.30 3.41 -3.93
H -3.06 0.62 -1.72
H 1.86 -3.46 -4.14
H -1.87 -3.06 -3.17
H -0.99 -4.35 -2.30
H 1.59 2.74 7.33
H -2.40 1.10 7.68
H 2.09 -1.02 -0.23
H 1.81 1.22 0.11
H -1.41 0.08 -1.98
H -0.92 3.05 -4.20
H -3.43 -1.22 -0.33
H -2.31 0.41 5.26
H 1.70 3.56 -2.18
H -1.30 -0.93 -3.67
H 2.76 -2.30 -3.10
H 0.41 0.39 0.77
H 1.59 0.18 -4.12

The value obtained for the LUMO energy (spin up / spin down) is -1.04 / -1.10 eV. Its multiplicity is 3.

Entry 2
Formula: C22H36NiO3P2
Source: the OMol25 dataset
Level of theory: ωB97M-V/def2-TZVPD

CARTESIAN COORDINATES (ANGSTROEM)
Ni 2.32 -2.26 0.84
P -0.06 -2.33 -2.66
P 0.25 1.81 -2.77
O 1.86 2.14 4.84
O -1.26 0.16 3.04
O 0.75 1.13 2.87
C -1.45 0.97 5.77
C 0.04 1.84 -0.90
C 1.07 -2.58 2.37
C 0.74 2.29 6.93
C 0.47 0.36 -3.94
C -0.34 0.79 3.56
C -1.49 1.35 7.11
C -0.85 -2.09 -0.96
C -0.34 1.22 4.98
C -1.85 -1.12 -0.42
C 1.63 -2.92 -3.01
C 1.06 0.86 -0.18
C -1.84 0.22 -1.20
C 1.30 -0.43 -0.98
C -0.38 -0.95 -3.86
C -1.29 2.57 -3.37
C 0.57 -1.73 -0.84
C -1.12 -3.66 -3.30
C 1.55 2.97 -3.13
C -1.28 1.38 -0.53
C -0.39 2.00 7.69
C 0.82 1.90 5.55
H 2.40 -0.63 -0.97
H 0.14 -1.95 2.37
H 1.12 -0.14 -2.02
H 1.64 -3.45 -3.98
H -2.84 -1.58 -0.50
H 1.63 -2.33 3.30
H -2.14 -3.29 -3.51
H -0.70 -4.05 -4.24
H -1.65 -0.96 0.65
H -2.30 0.47 5.30
H 2.03 1.38 -0.09
H -2.06 1.83 -3.63
H 0.27 0.82 -4.92
H -1.46 -0.71 -3.85
H -2.38 1.14 7.71
H 2.35 -2.08 -3.03
H -1.24 0.04 -2.11
H -0.23 -1.44 -4.83
H 1.67 3.68 -2.30
H -1.19 -4.49 -2.59
H 1.28 3.54 -4.04
H 0.73 0.64 0.84
H -1.70 3.25 -2.62
H 1.55 0.12 -3.94
H -1.68 1.66 0.43
H 1.40 1.60 3.57
H 1.59 2.80 7.37
H -0.41 2.28 8.74
H -1.03 -3.12 -0.62
H 0.77 -3.65 2.42
H -2.87 0.44 -1.52
H 1.24 -2.59 -0.52
H 0.23 2.88 -0.57
H 1.93 -3.64 -2.22
H 2.49 2.45 -3.31
H -1.04 3.16 -4.27

The value obtained for the LUMO energy (spin up / spin down) is -0.69 / -0.72 eV. Its multiplicity is 3.

The most stable of them is entry 2.